# 1
C17H18BrN4O2PdS | ωB97M-V/def2-TZVPD

E_HOMO, eV: -10.953
Energy, eV: -112328.238
Relative energy (zero: lowest compared OMol25 entry of this formula, charge and spin), kcal/mol: 0.0
Molecular weight, g/mol: 528.7
Net charge: +1
Gap between HOMO and LUMO, eV: 7.16
Spin multiplicity: 1

The geometry in XYZ format:
```
44
Properties=species:S:1:pos:R:3:forces:R:3
Pd -0.494235 -2.044221 -0.724742 -0.17 -0.28 -0.14
O 1.793084 0.557025 -3.085769 0.02 0.00 0.06
C 2.852415 0.778109 -2.262392 -0.06 0.00 -0.05
C 3.912626 1.521189 -2.764468 0.04 0.01 0.01
C 5.020984 1.766299 -1.972694 -0.01 0.00 -0.01
C 5.093089 1.270594 -0.676495 0.00 0.00 0.01
C 4.035309 0.529571 -0.180885 0.01 0.00 0.01
C 2.905300 0.283073 -0.954969 0.04 0.01 0.02
C 1.758180 -0.492127 -0.378832 0.04 0.06 0.03
O 1.293612 -1.469643 -1.273986 -0.05 0.63 0.70
N 0.620808 0.429791 -0.129382 -0.02 -0.02 -0.02
N -0.502080 -0.268054 0.213540 0.01 0.05 0.02
C -1.467993 0.211508 0.897419 -0.05 -0.04 -0.01
C -2.689740 -0.546418 1.106865 0.06 0.03 -0.02
Br -2.854345 -2.146793 0.036092 0.06 -0.01 0.07
C -3.708718 -0.221452 1.902946 -0.02 0.00 -0.01
C -3.731999 0.918566 2.829595 0.00 -0.01 0.00
C -2.634251 1.242055 3.628380 0.00 0.01 0.01
C -2.694765 2.325057 4.491070 0.00 0.00 0.00
C -3.848998 3.091206 4.563941 0.00 0.00 0.00
C -4.953463 2.760901 3.789343 0.00 0.00 0.00
C -4.901868 1.672164 2.936605 0.00 0.00 0.00
H 1.181717 -0.043746 -2.634014 -0.01 -0.01 -0.06
H 3.849533 1.896037 -3.777153 -0.01 0.00 0.00
H 5.841496 2.345610 -2.375124 0.00 0.00 0.00
H 5.964629 1.456442 -0.064944 0.00 0.00 0.00
H 4.079622 0.126496 0.824793 0.00 0.00 0.00
H 2.061594 -0.965058 0.563649 0.00 0.02 0.03
H 0.821926 1.223641 0.470835 0.05 -0.03 0.01
H -1.417838 1.215281 1.309983 0.00 0.00 0.00
H -4.604766 -0.831977 1.861491 0.00 0.00 0.00
H -1.750614 0.615630 3.612507 0.00 0.00 0.00
H -1.846222 2.560772 5.119104 0.00 0.00 0.00
H -3.895617 3.935306 5.238624 0.00 0.00 0.00
H -5.859124 3.348004 3.857261 0.00 0.00 0.00
H -5.766802 1.409404 2.340054 0.00 0.00 0.00
N 1.606286 -2.980232 -3.223134 -0.22 -0.65 -0.70
C 0.594567 -3.824986 -3.214240 0.43 0.11 -0.02
N 0.331375 -4.573337 -4.283721 -0.06 -0.09 -0.03
S -0.380082 -4.091640 -1.811943 -0.20 0.14 0.04
H 2.125325 -2.788816 -4.065604 -0.05 -0.08 -0.08
H 1.762777 -2.392423 -2.402536 0.17 0.14 0.14
H 0.953061 -4.610408 -5.075174 -0.01 0.01 0.02
H -0.455794 -5.198401 -4.261893 0.00 0.00 -0.03
```
Positions in Å, forces in eV/Å.

These are the Mulliken partial charges, in e, on atoms 1 to 5: atom 1 (Pd): 0.328, atom 2 (O): -0.697, atom 3 (C): 0.548, atom 4 (C): -0.580, atom 5 (C): -0.370

***

# 2
C17H18F3NO6 | ωB97M-V/def2-TZVPD

E_HOMO, eV: -7.552
SMILES string: COc1cc(NC(=O)c2ccc(COCC(F)(F)F)o2)cc(OC)c1OC
Energy, eV: -39831.102
Molecular weight, g/mol: 389.3
Net charge: 0
Gap between HOMO and LUMO, eV: 7.66
Spin multiplicity: 1

The geometry in XYZ format:
```
45
Properties=species:S:1:pos:R:3:forces:R:3
C -1.656121 -1.965248 2.876211 2.26 0.57 -4.81
O -0.463541 -2.135582 1.935293 0.90 -2.42 11.10
C -0.563136 -1.722612 0.817741 -1.91 3.87 -7.78
C -1.743397 -1.451841 0.214362 2.09 1.84 -7.26
C -1.565914 -0.910653 -1.402466 1.14 -1.99 7.36
N -2.693408 -0.311208 -1.878214 -2.98 -2.95 -4.16
C -3.458393 0.733652 -1.400470 -2.00 -0.86 -10.40
O -4.429456 1.156073 -2.383716 4.12 -1.90 6.46
C -2.751212 1.527604 -0.495237 -0.44 -2.18 0.01
C -3.410203 2.339077 0.223955 -4.65 9.64 3.95
C -2.411635 3.136030 1.112767 -2.26 -3.32 2.06
C -1.416601 2.169248 1.040259 2.65 3.58 -0.63
C 0.012153 2.226852 1.536679 -0.16 -3.97 3.61
O 1.032100 2.335117 0.617965 -0.51 0.60 -1.09
C 2.201340 1.552950 0.878752 3.06 18.21 -0.92
C 3.214177 2.190930 -0.211809 -3.38 -13.38 0.81
F 3.516978 3.293859 -0.487230 2.25 7.85 0.18
F 4.329018 1.343661 0.153711 -0.45 1.77 -1.32
F 2.654430 1.697972 -1.422368 0.98 -0.21 0.63
O -1.533576 1.289456 0.015064 0.57 0.58 0.30
C -0.378765 -0.943716 -2.032239 1.84 -6.56 13.93
C 0.867491 -1.347370 -1.244767 -4.69 1.61 1.11
O 2.107825 -1.495740 -1.725787 -0.37 1.31 -0.72
C 2.192438 -1.039500 -3.053781 5.09 4.09 -1.25
C 0.683908 -1.392283 0.152966 -0.04 -2.42 -3.89
O 1.765676 -1.652620 0.814626 4.31 -2.19 2.29
C 2.659553 -3.094337 0.554224 5.29 9.90 0.48
H -2.032358 -0.989816 2.777319 -0.27 1.42 0.08
H -2.241501 -2.619625 2.362083 -2.72 -1.88 -0.51
H -1.395323 -2.262456 3.789465 1.26 -1.07 3.50
H -2.731070 -1.253318 0.440655 -1.70 -0.28 1.29
H -3.042749 -1.005996 -2.765433 0.30 3.49 3.05
H -4.516763 2.845114 0.128429 2.95 -2.10 -0.25
H -2.697744 3.830086 2.105009 1.07 -1.89 -3.30
H 0.078507 1.093949 1.913723 0.05 1.78 -0.18
H 0.172712 2.802480 2.531023 -0.45 -0.31 -1.83
H 2.638778 2.018047 1.825315 -0.29 -0.72 -0.55
H 2.013213 0.715582 1.083036 -1.94 -13.05 1.33
H -0.397784 -0.579345 -2.816618 0.55 5.99 -13.69
H 3.402042 -0.956059 -3.394471 -3.39 -0.80 1.12
H 1.658895 -1.630100 -3.671239 -1.43 -2.52 -2.15
H 1.856606 0.035030 -3.413659 0.30 -1.62 1.96
H 2.063491 -3.726643 0.879243 -5.74 -6.34 1.91
H 3.016879 -2.937292 -0.480890 -0.12 -0.78 1.06
H 3.392432 -2.909421 1.500539 -1.17 -0.40 -2.90
```
Positions in Å, forces in eV/Å.

These are the Mulliken partial charges, in e, on atoms 1 to 5: atom 1 (C): -1.184, atom 2 (O): -0.447, atom 3 (C): 0.419, atom 4 (C): -0.476, atom 5 (C): -0.760

***

# 3
C17H18F5NO15 | ωB97M-V/def2-TZVPD

E_HOMO, eV: -11.076
SMILES string: O=C1OC[C@@H](F)O1.O=C1OC[C@@H](F)O1.O=C1OC[C@@H](F)O1.O=C1OC[C@@H](F)O1.O=C1OC[C@@H](F)O1.CC#N
Energy, eV: -63710.760
Relative energy (zero: lowest compared OMol25 entry of this formula, charge and spin), kcal/mol: 0.0
Molecular weight, g/mol: 571.3
Net charge: 0
Gap between HOMO and LUMO, eV: 11.27
Spin multiplicity: 1

The geometry in XYZ format:
```
56
Properties=species:S:1:pos:R:3:forces:R:3
O 0.188201 -3.929601 0.041563 -0.06 -0.56 0.70
C -0.150446 -4.594055 0.975672 -0.49 -0.25 -1.10
O -0.333975 -4.148839 2.214491 0.37 0.32 0.08
C -0.702825 -5.206952 3.070705 0.88 -0.35 0.51
C -1.023597 -6.349327 2.153798 0.94 -1.36 -1.05
F -2.374138 -6.556122 1.970836 0.55 0.20 0.39
O -0.487052 -5.941541 0.900992 0.22 0.54 0.65
H 0.163017 -5.435055 3.753643 -1.08 0.20 -0.52
H -1.615428 -4.969794 3.564295 -0.44 0.53 0.87
H -0.537370 -7.309838 2.477850 -0.75 0.76 -0.53
O 4.144686 3.683904 -0.892302 -1.24 0.21 1.47
C 3.369474 3.703331 0.035416 1.68 -0.66 -2.39
O 2.646181 2.612078 0.399243 0.34 0.89 0.42
C 1.917827 2.971810 1.560077 0.16 0.04 0.94
C 2.422779 4.328878 1.924181 1.20 0.33 0.42
F 3.374399 4.169868 2.909476 0.14 0.08 0.59
O 3.118318 4.782557 0.816325 -0.28 -0.25 -0.63
H 0.876394 3.042294 1.351320 -0.87 -0.52 -0.12
H 2.189915 2.377188 2.446989 -0.51 -0.44 -0.72
H 1.733683 5.063162 2.287416 -0.51 0.36 -0.03
O 3.132969 3.456613 -4.081014 0.78 -2.47 0.12
C 3.573547 2.388730 -3.701954 -1.66 3.15 0.83
O 2.833144 1.419828 -3.134323 0.23 -0.47 0.17
C 3.709516 0.385468 -2.622198 -0.16 0.35 -1.56
C 5.092127 0.875857 -3.126529 0.91 -2.42 2.20
F 5.566403 0.081904 -4.154528 -0.20 0.24 0.06
O 4.882369 2.135461 -3.543825 0.58 0.87 -0.96
H 3.676589 0.243035 -1.573437 -0.15 0.83 1.27
H 3.311732 -0.550254 -2.991687 0.53 -0.27 -0.71
H 5.873919 0.828833 -2.290546 -0.96 0.29 -1.33
O -2.137200 -2.117470 2.217711 1.09 -0.64 0.75
C -3.216020 -1.689218 2.089505 -2.14 1.06 -1.30
O -3.626035 -1.041686 0.929045 0.30 -0.08 1.98
C -4.912204 -0.494014 1.183657 -0.70 -1.11 -0.91
C -5.416907 -1.186584 2.430262 1.13 0.59 -0.39
F -6.242079 -2.178670 2.030924 -0.59 -0.40 0.53
O -4.258642 -1.739282 2.986125 1.18 -0.33 -0.17
H -4.988673 0.557074 1.160788 0.70 1.34 0.37
H -5.514098 -0.846305 0.377422 -0.68 -0.16 -0.63
H -5.831210 -0.534306 3.187502 -0.65 -0.18 0.04
O -2.817800 2.026956 1.035735 0.65 -0.54 0.06
C -1.948358 1.249497 0.781043 -0.16 -0.08 -2.32
O -1.727720 0.664755 -0.455619 -0.75 0.22 0.89
C -0.927978 -0.511272 -0.248902 -0.32 -0.83 0.41
C -0.116176 -0.097513 1.006435 -1.35 0.17 -2.24
F 0.995604 0.535396 0.511483 0.28 -0.02 0.79
O -0.981066 0.824745 1.588064 0.24 0.82 1.92
H -1.602274 -1.398843 -0.044895 1.04 1.07 -0.47
H -0.288296 -0.626990 -1.133608 -0.23 -0.19 0.45
H 0.075798 -0.793920 1.784506 0.74 -0.86 0.19
C -0.621461 2.323527 -4.037147 0.55 1.56 0.52
C -1.351525 3.246009 -4.945273 -0.75 1.05 -0.45
N -1.922376 3.965530 -5.662394 1.04 -1.36 1.29
H -0.227794 1.572494 -4.672985 0.28 -1.10 -0.40
H -1.269763 1.904664 -3.246358 0.32 0.28 -0.48
H 0.301895 2.826014 -3.594990 -1.38 -0.41 -0.46
```
Positions in Å, forces in eV/Å.

These are the Mulliken partial charges, in e, on atoms 1 to 5: atom 1 (O): -0.518, atom 2 (C): 0.718, atom 3 (O): -0.268, atom 4 (C): -0.349, atom 5 (C): 0.281